C4H9O2 | ωB97M-V/def2-TZVPD

Geometry as XYZ:
```
15
C4H9O2 (ωB97M-V/def2-TZVPD)
H 3.641 0.967 0.929
C -1.094 -0.148 -0.522
H -0.396 0.615 -0.225
O 1.753 0.363 0.265
H -2.878 0.892 -1.142
H -2.901 0.408 0.558
H -3.103 -0.820 -0.722
C -0.590 -1.367 -0.883
O 0.745 -1.643 -0.913
H -1.207 -2.180 -1.162
H 2.493 0.560 2.224
C 2.561 1.000 1.193
H 1.210 -0.830 -0.436
C -2.568 0.098 -0.455
H 2.333 2.086 1.292
```

Properties
Net charge: -1
HOMO level, eV: -3.187
LUMO, hartree: 0.1527

=====

C4H9O2 | ωB97M-V/def2-TZVPD

Geometry as XYZ:
```
15
C4H9O2 (ωB97M-V/def2-TZVPD)
H 0.688 -0.181 -1.083
H -0.797 -0.225 3.043
O -0.946 -1.510 0.124
H 0.163 -1.625 2.345
H 1.385 1.138 -0.290
H 0.536 1.694 -2.583
C -0.213 -0.609 2.204
H 2.535 0.059 -0.906
C 1.561 0.475 -1.145
O -1.651 0.558 0.707
C -1.035 -0.516 0.872
H 0.593 0.123 2.084
H 1.788 0.731 -3.286
C 1.547 1.327 -2.413
H 2.188 2.207 -2.363
```

Properties
Net charge: -1
HOMO level, eV: -3.905
LUMO, hartree: 0.1490

=====

C4H9O2P | ωB97M-V/def2-TZVPD

Geometry as XYZ:
```
16
C4H9O2P (ωB97M-V/def2-TZVPD)
C -0.592 -0.539 0.044
H 1.930 1.054 -0.064
O -1.461 1.880 0.054
H 0.081 0.912 1.567
H 0.383 -0.700 1.981
H -1.111 2.202 -0.770
H 0.322 -2.420 -1.051
H 0.300 -0.779 -1.986
C 0.335 0.024 1.082
H 2.463 -0.127 1.106
C 0.331 -1.330 -0.917
H -1.707 2.661 0.103
H -2.374 -1.153 -1.237
P -2.291 -0.726 0.135
C 1.691 0.088 0.367
O 1.700 -1.046 -0.414
```

Properties
SMILES: [H]/P=C1/CCOC1.O
HOMO level, eV: -8.123
LUMO, hartree: 0.0104

=====

C4H9O2P | ωB97M-V/def2-TZVPD

Geometry as XYZ:
```
16
C4H9O2P (ωB97M-V/def2-TZVPD)
H 0.576 -1.487 1.128
C -0.441 1.110 0.325
P -2.052 0.209 0.155
C 1.927 0.151 -0.382
O -1.383 -1.294 0.437
H -0.518 2.080 -0.271
H 2.414 -0.325 -1.226
H 2.325 -0.351 0.447
H 0.335 -2.250 -0.443
H -2.991 0.356 1.315
O -2.810 0.489 -1.026
H 2.394 1.170 -0.168
H 0.018 0.129 -1.525
H -0.182 1.272 1.377
C 0.001 -1.298 0.254
C 0.387 0.039 -0.397
```

Properties
SMILES: C[C@H]1CO[P@H](=O)C1
HOMO level, eV: -10.387
LUMO, hartree: 0.0318

=====

C4H9O2P | ωB97M-V/def2-TZVPD

Geometry as XYZ:
```
16
C4H9O2P (ωB97M-V/def2-TZVPD)
O -0.746 -0.981 -1.190
O 0.567 1.334 -1.057
H -0.825 1.112 2.486
H 0.040 -2.472 -0.019
H -1.876 0.714 -0.953
H 0.994 -2.099 -1.293
C -1.174 0.029 -0.399
H 1.178 -0.812 1.364
H -1.136 2.518 0.832
H -1.664 -0.431 0.550
H 1.115 0.762 -1.495
C 1.052 -0.508 0.284
H 2.019 -0.255 -0.112
C 0.417 -1.606 -0.582
P -0.077 1.992 1.515
C 0.114 0.703 0.070
```

Properties
SMILES: O[C@]1(P)CCOC1
HOMO level, eV: -9.300
LUMO, hartree: 0.0303

=====

C4H9O2S | ωB97M-V/def2-TZVPD

Geometry as XYZ:
```
16
C4H9O2S (ωB97M-V/def2-TZVPD)
C -1.923 2.390 0.921
H 0.770 -2.717 -1.587
H -0.468 -0.701 0.643
H -2.874 1.964 0.609
H -1.938 2.622 1.984
O 0.364 1.755 0.731
C 1.151 -1.692 -1.551
C -0.798 1.397 0.588
O -1.202 0.245 0.160
S 0.355 -1.981 1.097
H 1.939 -1.604 -2.302
C 1.629 -1.469 -0.108
H 2.529 -2.047 0.118
H 1.867 -0.423 0.083
H -1.707 3.295 0.352
H 0.305 -1.034 -1.736
```

Properties
Net charge: -1
HOMO level, eV: -3.710
LUMO, hartree: 0.1421

=====

C4H9O3 | ωB97M-V/def2-TZVPD

Geometry as XYZ:
```
16
C4H9O3 (ωB97M-V/def2-TZVPD)
H 2.866 2.718 -0.615
O -0.523 -1.630 -0.479
H 2.218 2.491 -2.089
H -2.937 -1.697 0.110
C 1.189 1.267 -0.507
H -0.271 -2.136 1.367
O 0.395 0.640 -1.257
H -2.817 -1.917 1.872
C 2.424 1.898 -1.184
C -0.891 -1.360 0.932
H 3.087 1.068 -1.385
C -2.435 -1.371 1.010
H -0.613 -0.312 1.064
H -0.084 -0.797 -0.799
O 1.104 1.478 0.719
H -2.713 -0.340 1.242
```

Properties
Net charge: -1
HOMO level, eV: -4.559
LUMO, hartree: 0.1535

=====

C4H9O3 | ωB97M-V/def2-TZVPD

Geometry as XYZ:
```
16
C4H9O3 (ωB97M-V/def2-TZVPD)
H 0.707 3.738 0.417
C 0.368 2.771 0.080
H -1.391 -0.073 -0.124
O -0.674 1.341 1.697
H 0.049 -2.920 0.841
C 0.154 -1.296 -0.571
H 0.805 -0.696 0.152
C -0.377 -2.655 -0.115
H -1.441 -2.484 0.111
C 0.371 1.512 1.018
O 1.367 0.773 0.880
H -0.152 -3.482 -0.847
H -0.571 2.574 -0.382
O -1.014 -0.430 -0.946
H 0.591 -1.297 -1.570
H 1.206 2.623 -0.638
```

Properties
Net charge: -1
HOMO level, eV: -4.271
LUMO, hartree: 0.1514

=====

C4H9O3 | ωB97M-V/def2-TZVPD

Geometry as XYZ:
```
16
C4H9O3 (ωB97M-V/def2-TZVPD)
H 0.210 -2.174 0.229
H -0.008 0.817 -2.092
H -0.662 -0.853 0.850
O 1.339 -2.151 2.595
O -1.608 2.915 0.076
H -0.571 -0.920 -1.944
O -1.524 0.428 -0.738
H 1.608 -0.595 -1.161
C 0.378 -1.173 0.630
H 1.935 -0.348 1.954
H -2.557 2.729 0.124
C 0.814 -0.249 -0.482
C 1.277 -1.228 1.810
H 1.110 0.724 -0.072
C -0.424 0.032 -1.411
H -1.317 2.048 -0.369
```

Properties
Net charge: -1
HOMO level, eV: -3.514
LUMO, hartree: 0.1438

=====

C4H9O3 | ωB97M-V/def2-TZVPD

Geometry as XYZ:
```
16
C4H9O3 (ωB97M-V/def2-TZVPD)
C -1.587 -0.991 0.211
H -1.270 -0.069 -0.283
H -2.366 -1.345 2.183
O 1.252 -0.777 -1.361
C -1.841 -0.541 1.659
H -2.546 -1.374 -0.140
O -0.699 -0.094 2.351
H 0.095 -0.218 1.838
H 1.801 1.186 -2.762
H 0.965 1.792 -1.368
H -0.788 -1.707 0.018
H -2.452 0.374 1.552
H 2.733 2.113 -1.350
O 2.757 0.049 0.083
C 2.005 0.117 -0.903
C 1.939 1.486 -1.730
```

Properties
Net charge: -1
HOMO level, eV: -4.045
LUMO, hartree: 0.1393

=====

C4H9O3 | ωB97M-V/def2-TZVPD

Geometry as XYZ:
```
16
C4H9O3 (ωB97M-V/def2-TZVPD)
C -0.478 -1.729 -0.384
H -0.751 -0.735 -0.716
H -0.506 3.173 1.820
H -1.384 -2.399 -2.032
H 1.260 -1.190 0.756
O -0.634 0.782 1.134
H 1.352 -2.820 0.000
C 0.231 3.010 1.029
H 1.214 2.968 1.508
C 1.006 -1.787 -0.118
O -0.771 -2.749 -1.373
C 0.026 1.587 0.441
H 0.233 3.811 0.294
H 1.520 -1.338 -0.970
H -1.038 -1.973 0.525
O 0.610 1.359 -0.647
```

Properties
Net charge: -1
HOMO level, eV: -4.146
LUMO, hartree: 0.1411

=====

C4H9O3 | ωB97M-V/def2-TZVPD

Geometry as XYZ:
```
16
C4H9O3 (ωB97M-V/def2-TZVPD)
C -0.219 1.073 -0.524
H 0.281 2.212 -2.428
C 0.255 -2.454 0.175
O -1.063 1.356 0.583
H 1.227 -2.819 -0.133
H -0.665 0.185 -0.974
H -0.429 -3.209 0.534
H -0.700 1.001 1.386
H -1.183 2.729 -1.382
H 0.263 3.044 -0.830
C -0.190 2.259 -1.454
O 0.269 -2.275 2.601
H -0.023 -1.768 -0.605
C 0.531 -1.704 1.540
O 0.928 -0.481 1.478
H 0.719 0.851 0.034
```

Properties
Net charge: -1
HOMO level, eV: -4.019
LUMO, hartree: 0.1432